Molecular formula: C2H3ClN2O3
Method: DFT, ωB97M-V/def2-TZVPD

```
11
C2H3ClN2O3 ωB97M-V/def2-TZVPD
Cl 2.07 -1.29 -0.23
O -2.27 -0.14 -0.44
O 1.14 1.09 1.32
O -0.04 1.94 -0.38
N -1.19 -1.85 0.73
N 0.79 0.95 0.16
C 1.07 0.01 -0.69
C -1.65 -0.97 0.07
H -0.28 2.55 0.34
H -0.33 -2.34 0.81
H 0.68 0.06 -1.69
```

Calculated values
* SMILES: [O-]/[N+](O)=C\Cl.N=C=O
* energy relative to the best compared isomer or geometry (same formula, charge and spin): 1.052 eV
* calculated total energy: -23764.12853 eV
* strongest force on any atom: 1.198 eV/Å

natural (NBO) population analysis, charges in e, atoms 1 to 8: 0.05, -0.52, -0.46, -0.54, -0.77, 0.36, -0.14, 0.85